No. 1
Molecular formula: C60H50I2N3O4PSe2TaTe
Method: DFT, the ωB97M-V functional and the def2-TZVPD basis

Each line ends with the Löwdin charge.
CARTESIAN COORDINATES (ANGSTROEM)
Ta -0.428 0.923 0.460  1.578
I 1.794 4.508 2.871  1.060
C -0.198 4.737 2.337  -0.615
C -0.846 5.946 2.691  -0.216
C -2.161 6.146 2.383  -0.659
I -3.025 7.965 2.910  0.971
C -2.908 5.134 1.715  -0.192
C -4.280 5.228 1.377  -0.028
C -4.897 4.183 0.754  -0.020
C -4.143 3.028 0.457  -0.108
N -2.876 2.904 0.746  0.066
C -2.254 3.939 1.363  -0.185
C -0.876 3.764 1.667  -0.394
O -0.319 2.604 1.297  -0.409
H -0.282 6.708 3.209  0.079
H -4.824 6.131 1.617  0.066
H -5.944 4.226 0.488  0.113
H -4.616 2.184 -0.042  0.087
C 3.376 -4.598 3.883  -0.041
C 2.583 -3.694 2.977  -0.247
C 2.502 -3.915 1.612  0.041
C 1.755 -3.115 0.738  -0.046
C 1.903 -3.439 -0.720  -0.292
O 2.920 -3.980 -1.105  0.108
C 0.839 -3.161 -1.733  -0.181
C -0.488 -3.475 -1.482  -0.010
C -1.413 -3.424 -2.516  -0.079
C -1.027 -3.004 -3.782  -0.069
C 0.298 -2.656 -4.023  -0.090
C 1.231 -2.758 -3.005  -0.063
C 1.054 -2.018 1.246  -0.288
O 0.333 -1.210 0.478  -0.379
C 1.183 -1.767 2.632  -0.127
C 1.906 -2.581 3.478  0.025
C 0.487 -0.507 2.927  -0.189
N 0.918 0.588 2.383  -0.027
C 2.327 0.753 1.959  -0.348
C 3.278 0.776 3.148  -0.503
Te 5.162 1.641 2.615  1.266
C 5.400 0.355 0.972  -0.574
C 5.057 0.794 -0.304  -0.154
C 5.161 -0.075 -1.384  -0.092
C 5.602 -1.376 -1.193  -0.075
C 5.937 -1.814 0.081  -0.074
C 5.842 -0.952 1.165  -0.138
C -0.862 -0.506 3.521  -0.165
C -1.537 -1.703 3.747  -0.017
C -2.833 -1.685 4.239  -0.055
C -3.454 -0.474 4.515  -0.052
C -2.771 0.724 4.327  -0.051
C -1.475 0.708 3.846  -0.027
H 4.031 -5.250 3.306  0.080
H 2.719 -5.234 4.480  0.085
H 3.992 -4.025 4.577  0.081
H 3.052 -4.735 1.168  0.129
H -0.792 -3.801 -0.494  0.116
H -2.433 -3.730 -2.334  0.097
H -1.751 -2.972 -4.586  0.108
H 0.609 -2.350 -5.015  0.101
H 2.279 -2.553 -3.190  0.122
H 1.967 -2.333 4.533  0.138
H 2.376 1.714 1.443  0.045
H 2.647 -0.015 1.252  0.085
H 3.470 -0.234 3.500  0.040
H 2.883 1.367 3.976  0.039
H 4.710 1.810 -0.455  0.070
H 4.890 0.267 -2.376  0.097
H 5.675 -2.052 -2.033  0.108
H 6.278 -2.830 0.231  0.110
H 6.116 -1.292 2.156  0.094
H -1.052 -2.642 3.510  0.117
H -3.360 -2.614 4.407  0.113
H -4.467 -0.463 4.895  0.112
H -3.245 1.665 4.573  0.113
H -0.916 1.630 3.737  0.112
Se -0.935 2.734 -1.591  0.477
P 0.960 2.123 -2.474  0.304
Se 1.249 0.233 -1.397  0.585
C 0.819 1.950 -4.248  -0.415
C 0.837 3.096 -5.043  -0.084
C 0.636 2.981 -6.409  -0.060
C 0.415 1.732 -6.976  -0.060
C 0.396 0.594 -6.183  -0.061
C 0.595 0.697 -4.814  -0.086
C 2.363 3.181 -2.144  -0.409
C 2.409 3.952 -0.986  -0.104
C 3.588 4.592 -0.640  -0.082
C 4.714 4.460 -1.442  -0.064
C 4.665 3.699 -2.603  -0.067
C 3.490 3.055 -2.958  -0.091
H 1.012 4.069 -4.599  0.118
H 0.651 3.866 -7.031  0.112
H 0.262 1.647 -8.044  0.112
H 0.225 -0.376 -6.632  0.105
H 0.578 -0.188 -4.188  0.049
H 1.524 4.057 -0.367  0.064
H 3.630 5.190 0.262  0.077
H 5.635 4.953 -1.160  0.115
H 5.541 3.605 -3.231  0.115
H 3.451 2.456 -3.860  0.113
O -2.177 0.145 0.894  -0.286
N -1.958 -0.197 -0.434  -0.157
C -4.966 -1.316 -2.081  -0.040
C -4.157 -1.352 -0.779  -0.438
C -4.892 -0.478 0.260  -0.008
C -2.775 -0.845 -1.143  -0.036
C -3.999 -2.766 -0.219  -0.183
C -4.734 -3.842 -0.700  -0.035
C -4.618 -5.097 -0.111  -0.063
C -3.762 -5.290 0.961  -0.071
C -3.011 -4.221 1.437  -0.071
C -3.133 -2.970 0.855  -0.038
H -5.016 -0.293 -2.458  0.096
H -5.985 -1.655 -1.903  0.094
H -4.520 -1.943 -2.856  0.090
H -5.104 0.514 -0.154  0.060
H -4.335 -0.360 1.182  0.074
H -5.842 -0.961 0.492  0.105
H -2.394 -1.044 -2.143  0.139
H -5.391 -3.725 -1.552  0.107
H -5.196 -5.924 -0.500  0.109
H -3.679 -6.264 1.424  0.108
H -2.323 -4.365 2.261  0.101
H -2.532 -2.149 1.227  0.093

The calculation puts the molar mass at 1628.33 g mol⁻¹. The energy relative to the best compared isomer or geometry (same formula, charge and spin) is 38.4 kcal/mol. As for the total energy: -8846.2070 Ha. The value obtained for the frontier orbital gap is 6.39 eV. The HOMO energy is -9.9 eV. As for the total charge: +1.

No. 2
Molecular formula: C2H3N3O2
Method: DFT, the ωB97M-V functional and the def2-TZVPD basis

Each line ends with the Löwdin charge.
CARTESIAN COORDINATES (ANGSTROEM)
C -1.078 0.398 -0.022  -0.446
C 1.141 0.276 -0.006  -0.524
H -2.540 -0.993 0.269  0.206
H 2.704 -0.904 -0.195  0.077
H -0.014 -1.504 0.241  0.166
N -0.750 1.636 -0.134  0.150
N 2.331 0.053 -0.113  0.167
N -0.017 -0.516 -0.041  0.180
O -2.392 0.022 -0.097  0.043
O 0.615 1.532 0.098  -0.018

The calculation puts the molar mass at 101.06 g mol⁻¹. The energy relative to the best compared isomer or geometry (same formula, charge and spin) is 69.3 kcal/mol. As for the total energy: -392.6831 Ha. The value obtained for the frontier orbital gap is 8.94 eV. The HOMO energy is -9.0 eV.

No. 3
Molecular formula: C40H50AsBrClNO6P2S2Si3Ti
Method: DFT, the ωB97M-V functional and the def2-TZVPD basis

Each line ends with the Löwdin charge.
CARTESIAN COORDINATES (ANGSTROEM)
Ti 0.310 -0.985 -0.389  0.631
S -1.541 0.459 1.593  0.358
P 0.328 1.185 1.542  0.459
C 1.629 0.233 0.928  -0.439
P 2.012 -1.360 1.905  0.362
S 2.470 -3.373 2.010  0.180
C 3.885 -0.796 1.847  -0.314
C 4.913 -1.595 1.361  -0.160
C 6.217 -1.115 1.243  -0.123
C 6.532 0.174 1.643  -0.139
C 5.517 0.992 2.131  -0.108
C 4.216 0.516 2.201  -0.130
C 1.553 -1.052 3.660  -0.312
C 0.261 -1.407 4.050  -0.110
C -0.140 -1.287 5.372  -0.102
C 0.739 -0.802 6.330  -0.130
C 2.033 -0.469 5.957  -0.104
C 2.443 -0.610 4.637  -0.076
C 0.656 2.018 3.177  -0.290
C -0.216 1.884 4.248  -0.113
C 0.047 2.510 5.459  -0.101
C 1.193 3.274 5.616  -0.116
C 2.066 3.426 4.546  -0.094
C 1.793 2.810 3.335  -0.099
C 0.316 2.770 0.588  -0.318
C -0.845 3.532 0.500  -0.102
C -0.823 4.788 -0.088  -0.104
C 0.368 5.302 -0.582  -0.109
C 1.529 4.550 -0.494  -0.093
C 1.504 3.288 0.084  -0.116
H 4.688 -2.617 1.083  0.010
H 6.994 -1.759 0.843  0.084
H 7.551 0.543 1.578  0.079
H 5.741 2.009 2.440  0.086
H 3.429 1.172 2.544  0.058
H -0.424 -1.795 3.309  0.087
H -1.148 -1.569 5.657  0.096
H 0.424 -0.694 7.362  0.086
H 2.736 -0.104 6.698  0.091
H 3.471 -0.397 4.379  0.093
H -1.108 1.283 4.118  0.059
H -0.642 2.388 6.287  0.095
H 1.410 3.746 6.568  0.087
H 2.962 4.028 4.657  0.092
H 2.461 2.963 2.498  0.089
H -1.768 3.117 0.888  0.071
H -1.738 5.366 -0.162  0.092
H 0.387 6.283 -1.045  0.087
H 2.460 4.940 -0.891  0.095
H 2.399 2.676 0.135  0.097
O -0.401 -4.990 -1.186  -0.455
Cl -0.134 -3.819 -0.348  0.893
O -1.422 -3.402 0.212  -0.517
O 0.482 -1.730 1.197  -0.695
O 0.251 -2.696 -1.361  -0.692
Br 3.158 -3.645 -1.461  0.818
C 3.278 -1.776 -1.782  -0.654
C 4.508 -1.346 -2.254  -0.117
C 4.639 -0.027 -2.645  -0.041
C 3.524 0.782 -2.580  0.010
C 2.354 0.280 -2.053  -0.182
N 2.219 -0.996 -1.604  0.050
C 1.116 1.100 -2.046  -0.594
O 1.063 2.173 -2.613  0.080
O 0.111 0.527 -1.450  -0.295
H 5.329 -2.041 -2.333  0.093
H 5.585 0.337 -3.022  0.107
H 3.514 1.809 -2.920  0.122
C -4.332 1.393 -0.424  -0.242
Si -3.423 0.979 -2.031  0.360
C -2.316 2.421 -2.539  -0.197
C -4.836 1.088 -3.312  -0.216
As -2.161 -1.027 -1.556  0.890
Si -3.996 -2.538 -1.260  0.346
C -5.660 -2.070 -2.069  -0.226
C -4.352 -2.512 0.592  -0.216
C -3.687 -4.288 -1.892  -0.210
Si -1.583 -1.606 -3.800  0.357
C -1.125 -3.414 -4.123  -0.204
C -2.992 -1.286 -5.047  -0.225
C -0.150 -0.584 -4.483  -0.193
H -4.763 2.397 -0.463  0.026
H -3.653 1.336 0.428  -0.065
H -5.143 0.678 -0.253  0.007
H -2.715 3.354 -2.134  0.026
H -2.275 2.512 -3.629  0.029
H -1.293 2.315 -2.178  -0.004
H -5.182 2.126 -3.293  0.028
H -5.681 0.448 -3.070  -0.003
H -4.521 0.864 -4.329  -0.004
H -6.113 -1.209 -1.574  0.009
H -6.341 -2.919 -1.972  0.025
H -5.557 -1.837 -3.128  -0.002
H -4.781 -1.550 0.884  0.017
H -3.415 -2.639 1.135  0.011
H -5.042 -3.305 0.889  0.026
H -3.909 -4.358 -2.960  0.017
H -4.330 -4.996 -1.362  0.031
H -2.653 -4.592 -1.732  -0.006
H -2.015 -4.032 -4.250  0.013
H -0.539 -3.841 -3.310  -0.004
H -0.531 -3.474 -5.040  0.029
H -3.969 -1.541 -4.637  -0.001
H -2.831 -1.890 -5.944  0.024
H -3.013 -0.238 -5.348  0.011
H 0.799 -0.910 -4.049  0.027
H -0.263 0.483 -4.277  0.024
H -0.084 -0.718 -5.566  0.032

The calculation puts the molar mass at 1089.33 g mol⁻¹. The energy relative to the best compared isomer or geometry (same formula, charge and spin) is 141.3 kcal/mol. As for the total energy: -10527.4955 Ha. The value obtained for the frontier orbital gap is 5.29 eV. The HOMO energy is -1.2 eV. As for the total charge: -2.

No. 4
Molecular formula: C5H13N2
Method: DFT, the ωB97M-V functional and the def2-TZVPD basis

Each line ends with the Löwdin charge.
CARTESIAN COORDINATES (ANGSTROEM)
C 1.463 -0.976 -0.116  -0.155
C 1.163 -0.049 -1.280  -0.150
C -0.364 0.454 -1.199  -0.205
N -1.550 1.816 2.078  0.060
C -1.031 1.711 0.812  -0.187
C -1.049 0.539 0.122  -0.162
N 0.486 -2.122 -0.066  0.206
H 2.447 -1.429 -0.225  0.130
H 1.513 -0.437 0.821  0.132
H 1.433 -0.449 -2.252  0.112
H 1.668 0.911 -1.206  0.118
H -0.506 1.436 -1.645  0.115
H -0.799 -0.298 -1.866  0.102
H -1.791 0.978 2.578  0.093
H -1.903 2.690 2.399  0.093
H -0.410 2.581 0.608  0.135
H -1.382 -0.307 0.724  0.092
H -0.439 -1.679 -0.128  0.118
H 0.513 -2.700 0.766  0.176
H 0.537 -2.671 -0.924  0.179

The calculation puts the molar mass at 101.17 g mol⁻¹. The energy relative to the best compared isomer or geometry (same formula, charge and spin) is 54.7 kcal/mol. As for the total energy: -307.5344 Ha. The value obtained for the frontier orbital gap is 8.08 eV. The HOMO energy is -11.6 eV. As for the total charge: +1.

Which formula does entry 4 have? C5H13N2